No. 1
Formula: C11H40FN18O11S
Source: the OMol25 dataset
Level of theory: ωB97M-V with the def2-TZVPD basis set

Results
* LUMO level: -5.4219 eV
* spin multiplicity: 1
* strongest force on any atom: 10.60 eV/A
* net charge: +1

Structure (XYZ):
```
82
C11H40FN18O11S (ωB97M-V with the def2-TZVPD basis set)
O 2.72950 -0.20934 4.04472
C 2.50115 0.94614 3.36123
F 3.46494 1.46877 2.36191
C 1.04626 1.67957 3.73805
S -0.26663 0.58149 2.88853
O -1.80824 0.98886 3.54814
H 0.99606 2.79843 3.38744
H 0.85307 1.65718 4.90111
H -0.24632 0.83446 1.49116
H -1.78622 0.80574 4.54975
C -5.10029 0.59742 0.69987
O -6.02594 0.12259 0.06088
N -4.36983 -0.12513 1.56826
N -4.72798 1.88568 0.59305
H -3.60404 0.24804 2.10341
H -4.61711 -1.09982 1.67863
H -5.25208 2.46471 -0.05001
H -3.96863 2.29477 1.11079
C 1.66045 -3.49277 5.87697
O 0.44792 -3.35182 5.85489
N 2.48513 -2.82803 5.04765
N 2.28048 -4.32555 6.73236
H 3.48589 -2.93073 5.05076
H 2.05894 -2.19069 4.38773
H 1.69614 -4.84539 7.37405
H 3.27755 -4.45503 6.76553
C -6.19901 3.22327 -3.38127
O -5.42735 4.07411 -3.79504
N -6.60838 2.18539 -4.13292
N -6.70926 3.24746 -2.13680
H -7.24319 1.47493 -3.80992
H -6.24775 2.12957 -5.07642
H -6.42667 4.01234 -1.53800
H -7.34589 2.55601 -1.77816
C 5.22539 2.29514 -0.63437
O 4.21318 1.73810 -1.02896
N 5.41317 2.63569 0.65347
N 6.24352 2.61852 -1.45198
H 6.23964 3.09476 0.99740
H 4.67067 2.41009 1.30242
H 6.14253 2.37975 -2.42986
H 7.08478 3.07730 -1.14567
C 1.14848 -1.76955 0.00507
O 0.42694 -0.99569 0.61426
N 0.73973 -2.99000 -0.38630
N 2.41693 -1.47131 -0.32919
H 1.31915 -3.64113 -0.88868
H -0.20889 -3.25417 -0.15463
H 2.76425 -0.56208 -0.05327
H 3.02630 -2.09531 -0.83050
C 4.68511 1.56566 -5.17137
O 5.23054 1.40276 -4.09130
N 4.00382 0.58870 -5.79678
N 4.71666 2.73653 -5.83295
H 3.54807 0.70367 -6.68626
H 3.95561 -0.30888 -5.33269
H 5.21937 3.49848 -5.39685
H 4.27371 2.88986 -6.72306
C -2.45152 -1.79272 8.65666
O -3.17306 -1.01886 9.26584
N -2.86027 -3.01317 8.26529
N -1.18307 -1.49448 8.32239
H -2.28085 -3.66430 7.76290
H -3.80889 -3.27734 8.49695
H -0.83575 -0.58525 8.59831
H -0.57370 -2.11848 7.82108
C -2.51489 -5.18951 -1.23469
O -1.96946 -5.35242 -0.15462
N -3.19618 -6.16648 -1.86010
N -2.48334 -4.01864 -1.89627
H -3.65193 -6.05151 -2.74958
H -3.24439 -7.06405 -1.39601
H -1.98063 -3.25669 -1.46017
H -2.92629 -3.86532 -2.78639
C 1.87319 3.71098 -8.58126
O 2.86265 3.92593 -9.26343
N 1.22336 4.68298 -7.91591
N 1.34423 2.48296 -8.43360
H 0.40712 4.52560 -7.34927
H 1.58889 5.62245 -8.00029
H 1.80325 1.72254 -8.91788
H 0.53020 2.28628 -7.87620
```

No. 2
Formula: C11H41CaN16O10
Source: the OMol25 dataset
Level of theory: ωB97M-V with the def2-TZVPD basis set

Results
* energy above the lowest of the compared OMol25 structures with the same formula, charge and spin: 0.00 kJ/mol
* LUMO level: -4.0154 eV
* spin multiplicity: 1
* strongest force on any atom: 2.28 eV/A
* net charge: +1

Structure (XYZ):
```
79
C11H41CaN16O10 (ωB97M-V with the def2-TZVPD basis set)
Ca -2.34830 -2.51486 0.87587
C 0.43607 -0.50124 0.84458
C -0.37113 -0.02985 -0.35973
O -1.66113 -0.62133 -0.33639
H -0.18646 -0.55777 1.73749
H 1.22881 0.22363 1.06379
H 0.87665 -1.49564 0.74573
H 0.14724 -0.35838 -1.27193
H -0.43693 1.06598 -0.39030
C -2.10134 3.23363 -2.83654
O -1.35437 4.42824 -2.92792
H -1.61224 2.59386 -2.08261
H -3.11536 3.42043 -2.47564
H -2.10412 2.63629 -3.74642
H -0.97700 4.65292 -2.07519
C -1.45168 -0.88165 -4.33154
O -1.90776 -1.06220 -5.44501
N -2.11419 -0.20471 -3.34120
N -0.34539 -1.58301 -3.90620
H -3.03047 0.14312 -3.55412
H -1.81662 -0.32506 -2.37719
H 0.11898 -1.37041 -3.04135
H 0.11353 -2.18558 -4.56216
C 0.50386 -0.73451 6.05191
O -0.28679 -1.45500 6.62640
N 1.52266 -0.05855 6.65907
N 0.33813 -0.45243 4.70734
H 2.16467 0.43047 6.06465
H 1.66898 -0.17779 7.64271
H 1.02038 0.03593 4.16021
H -0.56153 -0.65545 4.32207
C 1.89884 2.94975 -3.18151
O 1.73599 3.79327 -2.30982
N 2.91796 3.02723 -4.07738
N 0.99288 1.93931 -3.38532
H 3.78473 3.46197 -3.81698
H 2.91132 2.50570 -4.93528
H 0.03795 2.18403 -3.17964
H 1.10494 1.29499 -4.15059
C -2.67246 0.07974 3.13662
O -2.40555 -0.98201 2.53760
N -3.51936 0.13410 4.18814
N -2.00893 1.21916 2.86041
H -4.21479 -0.59083 4.25898
H -3.82569 1.04099 4.50364
H -1.46243 1.26874 2.02073
H -2.13301 2.03643 3.43101
C 3.22110 -2.80723 2.91825
O 2.88603 -3.00558 4.05969
N 3.65460 -3.81584 2.07572
N 3.18375 -1.61825 2.25275
H 4.17610 -3.62198 1.24144
H 3.54703 -4.77036 2.36302
H 2.81223 -0.80865 2.70893
H 3.38365 -1.56485 1.27366
C 3.90204 1.50356 0.22602
O 4.81536 0.99708 0.84932
N 3.54607 2.81282 0.22938
N 3.21464 0.78051 -0.73083
H 2.95149 3.09116 -0.53379
H 4.04399 3.45150 0.81973
H 2.42127 1.05688 -1.28533
H 3.43275 -0.19902 -0.75657
C -4.51671 1.70919 -0.45367
O -5.62732 2.17994 -0.32217
N -3.39782 2.18027 0.17277
N -4.24289 0.63919 -1.25042
H -3.29039 3.14425 0.42506
H -2.57645 1.61287 0.04105
H -4.98071 0.31202 -1.84922
H -3.35301 0.16189 -1.28111
C -0.15808 -4.16946 -1.32127
O -0.96847 -3.99708 -0.39427
N -0.54277 -4.76583 -2.46873
N 1.15504 -3.85106 -1.22861
H 0.10889 -5.11982 -3.14756
H -1.47565 -5.13633 -2.51965
H 1.47822 -3.40166 -0.39066
H 1.69649 -3.98180 -2.06392
```

No. 3
Formula: C11H42B2F3NO8S
Source: the OMol25 dataset
Level of theory: ωB97M-V with the def2-TZVPD basis set

Results
* LUMO level: 4.7072 eV
* spin multiplicity: 1
* strongest force on any atom: 5.92 eV/A
* net charge: -2

Structure (XYZ):
```
68
C11H42B2F3NO8S (ωB97M-V with the def2-TZVPD basis set)
O 8.54156 8.53264 14.09437
H 8.58570 8.25136 13.12793
H 8.95053 9.44057 14.23614
H 7.61022 8.49253 14.34496
N 8.64951 10.41955 11.14721
H 7.96135 10.89981 10.54187
H 9.62662 10.40260 10.80987
H 8.44002 9.41253 11.11049
H 8.55409 10.64672 12.14801
B 8.57782 11.18182 14.35200
H 9.20881 10.22571 14.19034
H 7.53360 10.75160 14.13582
H 8.61415 11.70582 15.37116
H 8.82685 11.92046 13.51802
B 6.44167 12.70663 12.22122
H 6.95186 11.75534 12.56241
H 7.25754 13.50690 12.11948
H 5.90804 12.50832 11.21620
H 5.69016 13.07907 13.00615
C 13.79768 9.55766 13.10196
F 14.94146 8.96409 12.73083
F 13.89795 9.83027 14.39578
F 13.60081 10.66906 12.39126
S 12.40244 8.34186 12.84067
O 12.71778 7.50062 11.69530
O 12.38570 7.50770 14.04888
O 11.19306 9.13106 12.64334
C 7.54662 7.00650 10.77383
O 8.44636 7.72210 11.55044
H 6.85177 6.42001 11.40553
H 6.90984 7.66901 10.17228
H 8.03771 6.19204 10.22047
C 11.65058 13.88844 13.51316
C 10.49040 14.61989 12.85643
C 10.02123 14.08892 11.52543
O 9.39552 14.71428 13.74589
H 12.34017 13.72818 12.67637
H 11.32863 12.92459 13.91276
H 12.19968 14.36737 14.32567
H 10.74892 15.68335 12.71366
H 9.15416 14.66641 11.21773
H 9.79687 13.03556 11.70743
H 10.86136 14.14849 10.83012
H 9.56814 15.40437 14.38764
C 13.29131 10.17206 9.09499
C 12.28686 11.24095 9.57299
C 11.58345 12.01392 8.48481
O 11.30902 10.57211 10.36485
H 14.11045 10.73464 8.63890
H 12.83359 9.48752 8.37985
H 13.62197 9.53467 9.91413
H 12.69871 11.95085 10.29987
H 11.03225 12.79565 9.00564
H 10.89448 11.42636 7.87597
H 12.32825 12.40710 7.78917
H 11.73555 9.97806 11.01730
C 7.72707 13.37372 8.46913
C 6.74695 12.20958 8.30146
C 7.15594 11.45985 7.02972
O 6.87663 11.33728 9.40805
H 8.75084 13.01979 8.57401
H 7.44994 14.01249 9.31075
H 7.66688 14.09106 7.64313
H 5.74162 12.58850 8.09862
H 7.43103 12.18748 6.26868
H 6.41507 10.73195 6.68073
H 7.93313 10.70946 7.20466
H 6.42121 11.81340 10.15161
```

No. 4
Formula: C11H42N10O10
Source: the OMol25 dataset
Level of theory: ωB97M-V with the def2-TZVPD basis set

Results
* energy above the lowest of the compared OMol25 structures with the same formula, charge and spin: 897.97 kJ/mol
* LUMO level: -0.5388 eV
* spin multiplicity: 1
* strongest force on any atom: 9.34 eV/A

Structure (XYZ):
```
73
C11H42N10O10 (ωB97M-V with the def2-TZVPD basis set)
C -6.86000 24.54900 3.83100
C -7.10900 23.64100 5.00100
O -8.43200 23.13900 4.79600
H -7.61000 25.37500 3.86500
H -6.94500 24.08900 2.84400
H -5.89100 25.01300 3.90200
H -7.05900 24.13900 6.01900
H -6.35700 22.86600 5.01300
H -8.85700 22.75100 5.56500
C -4.92200 17.83300 10.26700
O -4.59500 16.92100 9.27100
N -4.98600 19.09400 10.13000
N -5.19400 17.50800 11.52300
H -4.78000 19.57100 9.32900
H -5.14500 19.72100 10.90000
H -5.13600 16.51800 11.75000
H -5.59200 18.13700 12.18500
C -7.82200 19.84500 5.52800
O -6.60200 20.45400 5.84800
N -8.43700 19.81800 4.40300
N -8.37300 19.01600 6.39400
H -8.15400 20.42300 3.64700
H -9.28300 19.21000 4.14300
H -8.02100 19.02700 7.37400
H -9.26300 18.56200 6.19600
C -5.76300 22.43900 8.89300
O -6.02300 23.13500 10.12900
N -6.64500 22.07800 8.05600
N -4.57200 21.98100 8.65700
H -7.66900 22.27200 8.26200
H -6.47000 21.56800 7.17800
H -3.97600 22.11600 9.48500
H -4.38200 21.26300 7.85400
C -10.10400 22.11400 7.87200
O -11.11500 23.05400 8.07200
N -9.96600 21.45300 6.72100
N -9.21500 21.86400 8.77000
H -10.73900 21.55200 6.07900
H -9.22900 20.72800 6.63400
H -9.32500 22.23400 9.70000
H -8.54900 21.04200 8.76700
C -6.40100 20.58200 12.42500
O -6.73400 19.43300 13.11400
N -5.15800 20.83900 12.19600
N -7.25200 21.38200 11.86600
H -4.37300 20.34900 12.74900
H -4.89800 21.58300 11.60700
H -8.20600 21.10400 11.82800
H -6.93400 22.10400 11.24500
C -3.57300 24.61500 6.77800
O -2.90200 23.45100 7.12100
H -4.42700 24.52700 6.16400
H -2.96100 25.36800 6.31500
H -4.00500 24.97900 7.66000
H -3.54500 22.94200 7.65800
C -2.00900 19.22900 9.80800
O -0.84700 20.03300 10.08800
H -1.73100 18.43000 9.11300
H -2.76400 19.78300 9.27500
H -2.46000 18.63600 10.62600
H -0.45100 20.26600 9.23900
C -4.25800 19.01300 6.83700
O -3.62600 20.33800 6.91400
H -4.44500 18.63800 5.90000
H -5.27000 18.92600 7.28300
H -3.67700 18.38900 7.44000
H -2.91500 20.37200 6.28700
C -2.37000 23.36400 10.69500
O -2.75600 21.98600 10.86100
H -3.25200 24.01900 10.52200
H -1.66900 23.44300 9.82500
H -1.79500 23.61500 11.62900
H -1.99500 21.41200 10.75100
```

no.,total energy (eV),HOMO-LUMO gap (eV)
1,-74950.93392,6.02
2,-74831.37147,7.84
3,-50293.69575,7.04
4,-47461.41631,8.52